[1]
The molecule C26H31N5O4. Source: the OMol25 dataset; level of theory: ωB97M-V with the def2-TZVPD basis set.

The geometry in XYZ format:
```
66
Properties=species:S:1:pos:R:3:lowdin_charge:R:1
C -6.111 -4.494 0.014 -0.0194
H 5.687 -0.414 -3.015 0.0928
C 5.751 2.399 -0.139 -0.2249
C 4.961 3.669 -0.093 -0.0383
O -5.973 -2.095 0.455 0.0194
C 3.522 3.349 0.339 -0.4645
H -4.589 1.128 0.531 0.1323
N -2.282 0.448 -0.673 -0.1102
H -7.570 -4.284 2.350 0.0878
H -2.394 0.374 -2.749 0.1212
H -4.568 1.121 -1.943 0.1320
C -4.372 0.054 0.510 -0.1123
C -2.814 -0.138 -1.883 -0.1456
C 7.450 0.506 3.238 -0.0589
N 5.862 1.844 -1.302 0.1383
H 3.468 2.276 -1.365 0.1283
C -0.978 0.927 -0.635 -0.2313
C -0.047 0.659 -1.642 -0.0233
C 7.038 0.611 0.876 -0.0592
C 7.613 -0.023 1.978 0.0000
C 6.699 1.666 3.416 -0.0568
H 7.896 0.018 4.093 0.1068
O -5.960 -2.164 -1.821 0.0812
C -4.336 0.052 -1.899 -0.1130
H -8.632 -2.144 0.359 0.0913
H -1.274 2.020 1.193 0.1082
H -7.422 -2.531 2.540 0.0862
O 3.046 3.758 1.374 0.0717
N -4.929 -0.498 -0.702 -0.0377
H -6.705 -5.382 0.210 0.0887
H 6.561 2.065 4.410 0.1086
H 7.459 -0.429 -2.913 0.0860
C 1.607 2.034 -0.553 -0.2225
C 6.301 1.797 1.048 -0.0878
H -8.816 -3.893 0.156 0.0890
H -2.655 -1.244 0.517 0.1358
C -2.856 -0.159 0.511 -0.1315
O 7.804 -1.006 -0.697 0.0633
H -2.584 -1.213 -1.952 0.1363
H 8.175 -0.929 1.807 0.1204
H 5.534 3.194 2.495 0.1093
H -2.417 0.274 1.407 0.1131
C -5.645 -1.650 -0.771 -0.5239
H -5.128 -4.621 0.465 0.0903
C 6.572 0.193 -2.811 -0.0120
C 6.130 2.309 2.340 -0.0024
H 1.921 0.982 -2.393 0.1105
H -4.775 -0.456 -2.759 0.1241
H -0.298 0.005 -2.461 0.1010
H -5.979 -3.546 2.583 0.0859
H 6.605 1.032 -3.504 0.0875
C -6.806 -3.269 0.607 -0.5711
C -8.170 -3.043 -0.044 -0.0189
N 2.906 2.560 -0.571 0.1337
H 0.974 2.952 1.273 0.1007
H 5.389 4.378 0.613 0.1224
C 7.184 0.014 -0.454 -0.3809
H 4.941 4.115 -1.089 0.1267
H -8.058 -2.928 -1.118 0.0791
C 1.219 1.208 -1.602 -0.0252
C 0.691 2.307 0.458 -0.0043
N 6.534 0.703 -1.458 -0.1021
C -0.576 1.766 0.410 -0.0119
H -4.830 -0.427 1.373 0.1245
H -5.995 -4.374 -1.059 0.0787
C -6.955 -3.419 2.122 -0.0233
```

Output
E = -43107.5619 eV
LUMO energy = 0.005 Eh
orbital gap = 7.68 eV
energy above the lowest of the compared OMol25 structures with the same formula, charge and spin = 6.3 kcal per mole
SMILES = Cn1nc(CC(=O)Nc2ccc(N3CCN(C(=O)OC(C)(C)C)CC3)cc2)c2ccccc2c1=O
2S+1 = 1

=====

[2]
A structure of composition C20H21InN2O3. Source: the OMol25 dataset; level of theory: ωB97M-V with the def2-TZVPD basis set.

The geometry in XYZ format:
```
47
Properties=species:S:1:pos:R:3:lowdin_charge:R:1
H -2.047 4.745 -0.806 0.0824
O -1.385 -3.835 3.706 -0.2064
H 2.000 5.901 -4.078 0.0948
C 1.051 5.415 -4.271 -0.1044
C 2.705 -6.235 1.657 -0.0879
H 0.599 6.024 2.309 0.0820
C -0.841 5.038 -5.704 -0.1134
C 0.377 5.656 -5.461 -0.1165
C 1.175 -8.000 0.159 -0.1125
H -1.123 3.257 -2.836 0.1062
H -2.272 2.530 0.308 0.0980
C 0.557 -7.008 0.910 -0.0787
H 0.840 -5.350 2.241 0.0931
H 1.034 4.360 -2.399 0.1071
H -1.369 5.227 -6.631 0.0919
H 3.041 -8.889 -0.423 0.0861
H 0.802 6.327 -6.198 0.0908
C 2.559 -8.113 0.161 -0.1268
H 0.576 -8.684 -0.430 0.0903
C -0.161 4.019 2.478 -0.0947
H -0.521 -6.916 0.914 0.1068
In -0.922 -2.480 2.039 0.6449
C -2.414 -3.608 4.364 -0.6416
H 0.371 3.810 3.399 0.0953
N 1.195 -2.300 2.084 -0.2129
C -0.705 3.931 -3.573 -0.0851
C -0.969 3.035 1.919 -0.0503
H -2.336 3.698 -4.945 0.0996
C -1.877 -0.467 2.138 -0.8037
H -0.617 6.495 0.205 0.0822
H 3.297 -5.539 2.238 0.1020
C 3.324 -7.230 0.912 -0.1181
O -1.505 0.240 3.108 -0.1934
C -1.646 3.304 0.736 -0.0721
C -0.033 5.262 1.866 -0.1333
C 0.511 4.551 -3.328 -0.0843
H 4.404 -7.317 0.914 0.0884
H 1.503 -1.339 2.020 -0.0840
C -1.384 4.177 -4.759 -0.0953
C -1.518 4.544 0.120 -0.1276
C -0.713 5.527 0.685 -0.1399
C 1.322 -6.125 1.659 -0.0684
H 1.661 -2.855 1.375 -0.1017
N -3.344 -3.372 5.031 0.0340
O -2.674 -0.106 1.241 -0.1807
H -1.441 -3.359 0.564 -0.1132
H -1.089 2.053 2.383 0.0714
```

Output
total charge = -2
E = -35376.9759 eV
LUMO energy = 0.141 Eh
orbital gap = 3.97 eV
2S+1 = 1

=====

no.,largest force on an atom (eV Å⁻¹)
1,1.01
2,1.40